Molecular formula: C28H23CrN4PS2
Method: DFT, ωB97M-V with the def2-TZVPD basis set

Last column: Löwdin spin population.
Positions of all 59 atoms, in Å:
Cr 1.35255 -0.27464 -0.76942  3.7501
C 2.08916 0.01975 2.82135  0.0036
C 2.77217 0.71404 1.67415  0.0103
C 2.74854 2.10292 1.55444  0.0157
C 3.43623 2.74314 0.53492  0.0101
C 4.16231 2.01057 -0.39337  0.0141
C 4.20632 0.63007 -0.28950  0.0146
C 3.51730 -0.01254 0.73920  0.0109
H 1.10506 0.44709 3.02104  0.0005
H 2.68098 0.12177 3.73346  0.0004
H 1.96888 -1.04547 2.62190  0.0004
H 2.19554 2.68853 2.27986  0.0004
H 3.39282 3.82125 0.45313  0.0003
H 4.67442 2.51291 -1.20198  0.0007
H 4.77144 0.04712 -1.00523  0.0008
H 3.60658 -1.08628 0.86240  0.0027
N -0.90923 -1.59663 1.15689  0.0019
P -0.86291 -0.05589 0.40136  0.0356
C -1.65211 1.04629 1.59608  0.0086
C -2.90661 0.77476 2.14117  0.0012
C -3.47370 1.65407 3.04717  0.0005
C -2.80250 2.82147 3.39383  -0.0002
C -1.56862 3.11085 2.83317  0.0000
C -0.99099 2.22174 1.93619  0.0009
C -2.05776 -0.16774 -0.95259  0.0052
C -2.63905 1.00858 -1.42428  0.0021
C -3.36700 0.99854 -2.60327  0.0004
C -3.51786 -0.18377 -3.31493  0.0017
C -2.95019 -1.35822 -2.84235  -0.0001
C -2.21363 -1.35153 -1.66798  0.0034
C 0.08635 -2.52716 0.96803  0.0088
C -0.01546 -3.79920 1.55231  -0.0022
C 0.97054 -4.72364 1.31542  0.0084
C 2.04791 -4.38828 0.49374  0.0000
C 2.07896 -3.12431 -0.03518  0.0141
N 1.13558 -2.19243 0.20448  0.0075
H -1.71352 -1.90955 1.67811  -0.0002
H -3.45239 -0.11224 1.83775  0.0001
H -4.44591 1.44130 3.47161  0.0001
H -3.25315 3.51274 4.09388  0.0000
H -1.05793 4.03056 3.08653  0.0000
H -0.03692 2.44570 1.47474  0.0005
H -2.49539 1.94088 -0.89061  0.0003
H -3.78675 1.91987 -2.98353  0.0000
H -4.05642 -0.18424 -4.25296  0.0001
H -3.04657 -2.27423 -3.40977  0.0000
H -1.73321 -2.26338 -1.33337  0.0005
H -0.87080 -4.03450 2.17098  -0.0003
H 0.90309 -5.70923 1.75656  0.0005
H 2.83009 -5.09553 0.26349  -0.0002
H 2.87719 -2.81499 -0.69951  0.0037
S 1.06610 1.82253 -1.83544  0.0101
C 0.28927 1.21586 -3.28268  0.0133
C -0.48201 2.17204 -4.01754  -0.0001
N -1.09194 2.96850 -4.58188  0.0012
C 0.37833 -0.06607 -3.71795  0.0158
S 1.24661 -1.33306 -2.88179  0.0185
C -0.29477 -0.46193 -4.91826  0.0005
N -0.84505 -0.81882 -5.86397  0.0021

Summary:
Maximum force, eV/Å: 0.326
Multiplicity: 5
Relative energy (zero: lowest compared OMol25 entry of this formula, charge and spin), eV: 0.0000
Net charge: 0
Highest occupied orbital energy (spin up / spin down), eV: -6.71 / -7.16
E_tot, eV: -94752.3132
Gap between HOMO and LUMO (spin up / spin down), eV: 6.559 / 6.837